A cluster of 10 separate species, C31H62FIN3O12S4 in total in a non-equilibrium geometry, computed with the ωB97M-V functional and the def2-TZVPD basis.

Geometry as XYZ:
```
114
C31H62FIN3O12S4, DFT the ωB97M-V functional and the def2-TZVPD basis
C 12.653 40.762 12.790
C 11.122 40.841 12.542
O 10.500 39.971 13.239
N 10.596 41.836 11.609
H 11.352 41.950 10.755
H 9.671 41.613 11.003
C 10.366 43.162 12.209
H 12.567 40.331 13.757
H 13.096 41.922 12.925
H 13.041 40.372 11.770
H 9.998 43.771 11.462
H 11.153 43.678 12.446
H 9.708 43.086 13.053
C 5.247 37.589 9.896
C 6.010 38.576 10.736
O 5.577 39.262 11.561
N 7.543 38.438 10.546
H 7.912 38.079 9.695
H 7.813 39.411 10.524
C 8.140 37.773 11.810
H 4.083 37.470 10.195
H 5.779 36.491 9.968
H 5.288 37.814 8.882
H 7.872 36.757 11.915
H 7.721 38.320 12.715
H 9.161 37.961 11.667
C 9.677 42.932 7.885
C 10.303 41.627 7.218
O 10.404 41.411 5.931
N 10.595 40.556 8.286
H 11.235 40.895 8.793
H 9.862 40.678 8.994
C 10.995 39.319 7.625
H 8.550 43.225 7.594
H 10.207 43.722 7.249
H 9.987 43.225 8.768
H 10.156 38.652 7.388
H 11.278 38.621 8.468
H 11.722 39.271 6.893
I 8.402 36.220 8.158
O 8.599 40.748 10.126
H 7.868 41.264 9.770
F 10.605 33.965 12.744
C 11.424 34.976 12.761
C 12.202 35.202 13.886
C 13.095 36.277 14.025
C 13.220 37.222 12.881
C 12.287 37.127 11.810
C 11.443 35.986 11.746
H 12.233 34.410 14.613
H 13.575 36.408 15.055
H 14.020 37.936 13.017
H 12.389 37.660 10.942
H 10.828 35.877 11.026
C 8.730 39.546 16.420
C 7.337 39.924 16.239
C 7.229 41.012 15.414
S 8.375 42.180 16.096
O 7.776 42.638 17.345
O 8.821 43.144 15.060
C 9.504 40.918 16.344
H 9.163 38.790 15.753
H 8.887 39.064 17.411
H 6.766 40.319 16.988
H 6.674 38.954 15.863
H 6.216 41.490 15.362
H 7.525 40.784 14.310
H 9.943 40.960 17.485
H 10.159 40.939 15.710
C 5.608 36.532 4.886
C 4.470 36.201 5.873
C 3.530 37.189 5.735
S 3.418 37.465 4.005
O 3.196 38.862 3.775
O 2.531 36.494 3.481
C 5.088 37.069 3.664
H 6.381 35.786 4.670
H 6.333 37.207 5.331
H 4.871 36.037 7.116
H 4.425 35.077 5.516
H 3.870 38.009 6.219
H 2.541 36.896 6.127
H 5.467 37.902 3.151
H 5.094 36.086 3.023
C -0.077 33.730 7.223
C 1.236 33.380 6.468
C 2.289 33.377 7.380
S 1.833 34.419 8.730
O 2.815 35.515 8.921
O 1.453 33.692 9.831
C 0.350 34.991 7.986
H -0.386 33.031 7.834
H -1.004 33.876 6.650
H 1.323 33.883 5.569
H 1.042 32.258 6.249
H 3.224 33.694 6.761
H 2.408 32.445 7.634
H 0.719 35.770 7.368
H -0.178 35.309 8.850
C 4.261 43.286 11.077
C 5.274 42.483 11.806
C 6.101 43.423 12.498
S 6.286 44.832 11.459
O 7.624 44.855 10.856
O 5.755 45.941 12.164
C 5.024 44.322 10.281
H 3.582 43.700 11.969
H 3.383 42.878 10.273
H 5.809 41.996 11.129
H 4.725 41.841 12.426
H 7.131 42.987 12.477
H 5.813 43.900 13.411
H 5.610 43.745 9.399
H 4.374 45.167 9.792
```

As for the relative energy (zero: lowest compared OMol25 entry of this formula, charge and spin): 2.3180 eV. The LUMO energy comes out at -4.20 eV. As for the HOMO energy: -9.91 eV. The charge is +1. The HOMO-LUMO gap comes out at 5.71 eV.